Computed, not measured: a structure of composition C48H61CoNO3PS, with wB97M-V/def2-TZVPD.

Computed properties:
⟨S²⟩: 3.805
Multiplicity: 4
Total charge: +1
Relative energy (zero: lowest compared OMol25 entry of this formula, charge and spin), kJ/mol: 37.2
E, eV: -116145.543
HOMO (alpha / beta), eV: -9.60 / -9.68

```
116
Properties=species:S:1:pos:R:3:forces:R:3:lowdin_spin:R:1
Co 0.004 -1.131 0.361 0.88 -0.38 0.17 2.706
C 4.643 4.031 -1.775 0.00 0.00 -0.02 0.002
C 4.831 3.626 -0.305 0.01 -0.06 0.03 0.004
C 6.330 3.556 -0.009 0.00 -0.03 0.00 0.000
C 4.204 4.694 0.604 -0.02 0.00 0.04 0.002
C 4.126 2.289 -0.061 -0.19 0.10 -0.11 0.033
C 2.794 2.182 -0.268 0.27 0.15 0.03 -0.016
C 2.125 0.942 -0.040 -0.59 -0.41 -0.12 0.041
N 0.844 0.682 -0.197 0.71 0.50 0.38 0.003
C -0.151 1.599 -0.420 -0.81 0.21 -0.19 -0.011
C -0.107 2.733 -1.253 0.20 -0.33 0.26 0.000
C -1.153 3.613 -1.264 -0.35 0.21 0.09 -0.011
C -2.259 3.327 -0.429 0.12 0.14 -0.26 -0.018
C -2.419 2.194 0.343 -0.03 0.05 -0.04 -0.001
C -1.344 1.268 0.341 0.58 0.20 -0.40 -0.020
O -1.330 0.147 0.990 -0.21 -0.18 0.27 0.053
C -3.746 2.038 1.110 0.17 -0.09 -0.01 0.001
C -4.914 2.070 0.110 0.00 0.05 0.04 0.000
C -3.887 3.198 2.106 0.02 -0.03 0.03 0.000
C -3.849 0.725 1.888 -0.06 -0.01 0.03 0.001
C -1.080 4.880 -2.123 0.00 -0.07 0.08 -0.001
C -2.411 5.636 -2.153 -0.01 -0.01 -0.01 0.000
C -0.007 5.804 -1.526 -0.01 0.03 -0.04 -0.001
C -0.696 4.524 -3.565 -0.03 0.00 -0.02 0.000
C 2.853 -0.182 0.617 0.21 0.24 -0.04 0.025
O 2.178 -1.106 1.091 -0.49 -0.34 -0.09 0.073
C 4.310 -0.071 0.738 0.29 0.11 -0.09 0.017
C 4.853 1.121 0.388 -0.07 -0.14 0.09 0.000
C 5.215 -1.239 1.158 -0.25 -0.08 0.00 0.001
C 6.616 -0.771 1.566 0.01 -0.02 -0.01 0.000
C 5.359 -2.168 -0.065 -0.01 0.04 -0.01 0.001
C 4.645 -2.005 2.365 -0.08 0.02 0.04 0.001
H 5.183 4.958 -1.978 -0.02 -0.02 0.01 0.000
H 3.590 4.197 -2.015 0.04 -0.01 0.01 0.000
H 5.026 3.258 -2.445 0.00 0.03 0.01 0.000
H 6.771 4.543 -0.153 0.00 -0.01 -0.01 0.000
H 6.845 2.865 -0.681 0.00 0.01 0.03 0.000
H 6.529 3.254 1.022 0.01 0.03 -0.02 0.000
H 4.719 5.647 0.468 -0.02 -0.02 -0.01 0.000
H 4.286 4.408 1.655 0.01 0.02 -0.02 0.000
H 3.147 4.847 0.379 0.02 0.00 0.00 0.000
H 2.233 3.047 -0.573 -0.13 0.02 -0.06 -0.002
H 0.723 2.869 -1.931 0.11 0.00 0.05 0.000
H -3.076 4.034 -0.428 0.01 0.01 0.00 -0.001
H -4.993 3.032 -0.402 0.01 -0.03 0.00 0.000
H -5.854 1.898 0.640 0.02 0.02 -0.01 0.000
H -4.798 1.289 -0.643 -0.01 -0.02 0.00 0.000
H -3.871 4.172 1.613 0.00 -0.02 0.00 0.000
H -3.079 3.177 2.841 -0.03 0.00 -0.03 0.000
H -4.835 3.109 2.640 0.02 0.01 0.00 0.000
H -3.834 -0.130 1.211 0.00 0.09 0.06 0.000
H -4.800 0.713 2.428 0.00 0.01 -0.03 0.000
H -3.042 0.599 2.609 -0.06 0.00 -0.04 0.000
H -2.678 6.030 -1.170 0.00 -0.03 -0.02 0.000
H -3.226 5.002 -2.509 0.02 0.02 0.00 0.000
H -2.328 6.486 -2.833 0.00 0.00 0.02 0.000
H -0.243 6.057 -0.490 0.01 0.00 -0.02 0.000
H 0.058 6.733 -2.100 0.01 -0.03 0.02 0.000
H 0.976 5.326 -1.544 -0.02 0.02 0.00 0.000
H -1.398 3.804 -3.991 0.01 0.02 0.00 0.000
H 0.309 4.102 -3.633 -0.03 -0.01 0.01 0.000
H -0.713 5.423 -4.185 0.02 -0.02 0.01 0.000
H 5.922 1.222 0.483 0.03 0.04 0.01 0.000
H 7.200 -0.392 0.726 -0.03 0.02 0.01 0.000
H 7.161 -1.626 1.972 0.01 0.02 -0.02 0.000
H 6.575 -0.004 2.342 0.00 -0.04 -0.01 0.000
H 6.046 -1.725 -0.789 -0.04 0.00 -0.01 0.000
H 4.409 -2.331 -0.572 0.02 -0.04 0.08 0.000
H 5.760 -3.140 0.234 0.02 0.05 -0.01 0.000
H 4.771 -1.416 3.276 -0.03 -0.01 0.00 0.000
H 5.194 -2.941 2.493 0.04 0.05 0.03 0.000
H 3.587 -2.227 2.259 0.15 -0.06 -0.01 0.000
C 1.833 -5.189 -1.117 -0.07 -0.09 -0.07 0.003
S 2.045 -3.722 -0.136 -0.32 0.55 -0.11 0.007
C 1.622 -4.420 1.445 0.02 -0.12 0.05 0.001
O 0.844 -2.843 -0.515 0.35 -0.28 -0.02 0.039
H 0.883 -5.661 -0.874 -0.07 -0.02 -0.05 0.000
H 2.673 -5.856 -0.918 -0.04 0.03 0.00 0.001
H 1.849 -4.876 -2.160 0.01 -0.03 0.00 0.000
H 2.369 -5.177 1.690 -0.04 0.03 0.04 0.000
H 0.627 -4.861 1.374 -0.01 0.01 0.04 0.000
H 1.656 -3.618 2.180 0.00 0.02 0.01 0.000
C -1.978 -6.885 -1.414 0.03 0.01 -0.01 0.003
C -1.758 -5.797 -2.254 0.05 -0.04 0.01 0.000
C -1.747 -4.513 -1.739 0.02 0.07 0.06 0.003
C -1.976 -4.290 -0.378 0.04 0.06 0.03 0.005
C -2.194 -5.381 0.456 0.05 -0.04 0.01 0.003
C -2.190 -6.676 -0.062 0.01 0.08 0.05 0.000
P -2.015 -2.548 0.220 -0.64 -0.40 -0.31 0.035
C -3.205 -1.868 -0.991 0.09 0.06 0.07 0.005
C -4.435 -2.480 -1.246 0.01 -0.02 -0.02 0.001
C -5.279 -1.977 -2.223 0.02 0.03 0.00 0.000
C -4.891 -0.878 -2.983 -0.02 -0.03 0.03 0.000
C -3.657 -0.287 -2.764 0.02 0.00 0.03 0.000
C -2.822 -0.778 -1.768 -0.03 0.00 0.02 0.000
C -2.827 -2.691 1.841 0.17 0.07 0.10 0.003
C -1.964 -2.914 2.915 -0.03 0.04 0.01 0.001
C -2.454 -3.081 4.202 0.00 0.00 -0.03 0.000
C -3.821 -3.005 4.431 0.00 0.01 -0.03 0.001
C -4.685 -2.759 3.373 0.03 0.00 0.00 0.000
C -4.194 -2.605 2.084 -0.06 -0.06 0.00 0.001
H -1.991 -7.890 -1.818 -0.01 0.02 0.00 0.000
H -1.597 -5.954 -3.314 -0.01 0.01 0.02 0.000
H -1.574 -3.671 -2.400 -0.02 -0.01 -0.01 0.000
H -2.384 -5.231 1.512 -0.03 -0.01 -0.01 0.000
H -2.374 -7.516 0.596 0.01 0.02 0.00 0.000
H -4.721 -3.373 -0.703 -0.01 0.02 0.00 0.000
H -6.235 -2.450 -2.403 0.02 0.00 0.00 0.000
H -5.548 -0.493 -3.751 0.01 -0.01 0.01 0.000
H -3.342 0.558 -3.364 0.01 -0.01 0.03 0.000
H -1.861 -0.306 -1.604 0.00 0.02 -0.02 0.000
H -0.891 -2.945 2.744 -0.03 -0.02 0.02 0.000
H -1.772 -3.260 5.023 -0.01 0.02 -0.01 0.000
H -4.210 -3.123 5.435 0.00 0.00 -0.02 0.000
H -5.750 -2.681 3.550 0.02 0.00 0.00 0.000
H -4.887 -2.397 1.280 0.03 0.00 0.00 0.000
```
Forces are in eV/Å.

Computed, not measured: a structure of composition C5H7GdO5 at a distorted geometry, with wB97M-V/def2-TZVPD.

Computed properties:
⟨S²⟩: 20.038
Multiplicity: 9
Total charge: +1
Relative energy (zero: lowest compared OMol25 entry of this formula, charge and spin), kJ/mol: 157.2
E, eV: -36361.039
HOMO (alpha / beta), eV: -12.09 / -12.18

```
18
Properties=species:S:1:pos:R:3:forces:R:3:lowdin_spin:R:1
O 4.125 0.543 0.084 -1.94 1.11 0.14 0.003
C 3.513 0.619 1.115 3.30 -2.22 0.21 0.001
O 3.618 0.253 2.254 -1.92 1.25 -0.60 0.003
O 1.462 2.793 0.690 -1.65 0.34 -0.25 0.045
C 1.664 1.587 0.765 1.50 -0.04 0.29 0.010
O 0.453 0.895 0.676 -2.17 0.81 -0.30 0.058
C 0.438 -0.521 0.472 0.72 -0.65 0.00 0.002
C -0.919 -1.008 0.040 -0.18 -0.11 0.41 0.003
O -1.389 -0.178 -1.004 0.09 1.20 0.39 0.039
C -2.573 -0.654 -1.619 -0.44 -0.31 -0.24 0.003
Gd -1.156 2.710 0.180 2.19 -1.21 0.12 7.834
H 0.694 -0.967 1.441 0.26 -0.24 -0.49 0.000
H 1.159 -0.724 -0.330 0.06 -0.16 0.48 0.000
H -1.631 -0.998 0.882 0.04 -0.03 -0.17 0.000
H -0.822 -2.050 -0.309 0.01 0.27 0.13 0.000
H -2.940 0.149 -2.268 0.14 -0.38 -0.08 0.001
H -2.336 -1.569 -2.184 -0.25 0.37 0.01 0.000
H -3.360 -0.881 -0.884 0.25 0.01 -0.05 0.000
```
Forces are in eV/Å.

Computed, not measured: a cluster of 2 separate species, C2H4NO5P in total at a distorted geometry, with wB97M-V/def2-TZVPD.

Computed properties:
Total charge: -2
Relative energy (zero: lowest compared OMol25 entry of this formula, charge and spin), kJ/mol: 821.2
E, eV: -23150.125
HOMO (alpha / beta), eV: 1.73 / -0.21

```
13
Properties=species:S:1:pos:R:3:forces:R:3:nbo_charge:R:1
C 1.362 0.119 -1.823 0.93 0.03 1.40 -0.914
C -0.536 -0.440 0.422 -0.59 -0.11 0.38 -0.257
N -1.271 0.367 -0.515 -0.35 -1.00 -0.10 0.422
O -1.432 -0.812 1.842 0.20 1.51 -0.19 -0.908
O -0.053 1.347 2.575 -0.32 2.05 0.34 -1.156
O -1.820 -0.285 -1.437 -0.48 0.33 -0.25 -0.533
O -1.557 1.554 -0.260 0.50 -0.48 -0.18 -0.484
O 0.975 -0.938 2.538 2.32 -1.66 0.85 -1.201
P -0.019 -0.004 2.034 -1.74 -1.23 0.17 2.350
H 1.046 0.708 -2.680 -0.09 0.13 0.19 0.147
H 2.013 -0.738 -2.048 -0.38 0.06 -0.14 0.133
H 1.733 0.619 -0.889 -0.49 -0.06 -1.12 0.171
H -0.442 -1.497 0.239 0.48 0.44 -1.34 0.231
```
Forces are in eV/Å.

Computed, not measured: a cluster of 10 separate species, C43H54N10O4S in total at a distorted geometry, with wB97M-V/def2-TZVPD.

Computed properties:
E, eV: -79380.504
HOMO, eV: -8.07

```
112
Properties=species:S:1:pos:R:3:forces:R:3:lowdin_charge:R:1
O -1.018 -6.505 4.270 2.86 3.48 -3.10 -0.399
S 0.066 -5.687 3.529 -1.95 -2.46 0.61 1.037
O -0.085 -5.864 1.806 0.50 0.23 1.52 -0.370
C 1.141 -6.493 1.289 1.51 -1.05 -0.60 -0.225
C 0.945 -7.132 -0.224 0.10 -0.28 -0.09 -0.172
O 1.528 -8.512 -0.209 0.51 2.08 0.36 -0.145
O -0.174 -3.979 3.753 2.28 -0.38 -2.05 -0.331
C 1.007 -3.387 3.078 3.19 2.43 -2.87 -0.222
C 0.861 -2.447 1.701 4.99 -1.65 2.79 0.056
C 2.353 -1.951 1.169 -0.52 -1.15 1.54 -0.046
C 3.788 -2.326 1.836 -4.04 -1.37 1.56 -0.097
N 3.843 -3.178 3.058 -4.97 1.56 -2.71 -0.014
C 2.531 -3.636 3.595 -0.91 0.54 -0.99 -0.065
H 1.428 -7.398 2.006 -0.55 1.85 -1.62 0.134
H 2.065 -5.749 1.220 -2.11 -1.24 0.46 0.133
H -0.177 -7.247 -0.552 2.24 0.16 0.98 0.141
H 1.481 -6.481 -1.062 -1.04 -1.24 1.98 0.134
H 2.491 -8.461 0.069 -1.71 0.06 -0.64 0.083
H -0.158 -2.191 1.187 2.29 -0.48 1.10 0.103
H 2.374 -1.257 0.204 -0.11 -1.66 2.30 0.089
H 4.819 -1.946 1.376 -2.65 -0.95 1.17 0.117
H 2.606 -4.325 4.569 -0.05 1.76 -2.37 0.123
N -2.724 -0.710 3.086 -0.01 -0.09 -0.05 -0.002
C -1.804 -0.029 3.840 0.19 0.12 0.09 -0.135
C -2.002 1.319 3.639 0.20 -0.31 0.23 -0.116
C -3.083 1.456 2.736 -0.29 -0.20 -0.23 -0.117
C -3.512 0.188 2.414 -0.06 0.16 -0.16 -0.148
H -2.809 -1.717 3.035 0.20 0.36 0.19 0.126
H -1.088 -0.561 4.452 -0.11 0.11 -0.09 0.109
H -1.430 2.117 4.093 -0.09 -0.16 -0.08 0.099
H -3.505 2.380 2.362 0.05 -0.17 0.06 0.096
H -4.308 -0.152 1.764 0.08 0.14 0.09 0.102
N 0.637 4.123 0.244 0.06 0.13 0.02 -0.003
C 1.632 3.540 0.985 0.06 -0.03 0.10 -0.132
C 1.212 2.279 1.343 0.33 0.23 0.00 -0.105
C -0.078 2.092 0.793 -0.26 0.04 -0.31 -0.116
C -0.408 3.245 0.117 -0.14 -0.15 -0.07 -0.156
H 0.669 5.055 -0.148 0.07 -0.33 0.03 0.141
H 2.550 4.073 1.196 -0.15 -0.11 -0.02 0.110
H 1.775 1.569 1.935 -0.09 0.12 -0.08 0.091
H -0.700 1.210 0.880 0.05 0.19 0.05 0.086
H -1.294 3.516 -0.441 0.08 -0.03 0.14 0.103
N 5.119 -10.192 0.255 0.04 0.09 0.01 -0.010
C 4.032 -10.988 0.506 -0.17 -0.10 -0.02 -0.153
C 4.082 -12.062 -0.355 -0.23 0.16 0.32 -0.108
C 5.244 -11.911 -1.149 0.33 0.24 -0.05 -0.112
C 5.867 -10.750 -0.750 0.06 -0.04 -0.15 -0.143
H 5.336 -9.329 0.736 -0.01 -0.39 -0.16 0.145
H 3.317 -10.722 1.273 0.08 -0.10 -0.12 0.106
H 3.361 -12.867 -0.404 0.12 0.16 0.03 0.094
H 5.589 -12.578 -1.928 -0.04 0.13 0.14 0.093
H 6.775 -10.273 -1.094 -0.16 -0.11 0.04 0.105
N -0.821 2.519 -3.471 -0.02 0.05 -0.13 0.010
C -0.058 2.440 -4.607 0.01 -0.03 -0.01 -0.129
C -0.844 2.813 -5.674 0.43 -0.11 0.04 -0.127
C -2.125 3.132 -5.163 -0.30 0.09 0.27 -0.137
C -2.081 2.945 -3.800 0.00 0.01 0.08 -0.138
H -0.503 2.297 -2.536 -0.07 0.09 -0.23 0.125
H 0.976 2.126 -4.559 -0.19 0.05 -0.05 0.109
H -0.529 2.851 -6.709 -0.01 -0.04 0.19 0.089
H -2.986 3.464 -5.729 0.10 -0.08 0.10 0.097
H -2.838 3.076 -3.038 0.09 -0.04 -0.17 0.106
N -1.503 6.090 -6.584 0.05 0.18 -0.10 0.018
C -1.708 5.564 -7.833 -0.04 0.02 0.03 -0.141
C -1.798 6.609 -8.725 0.01 -0.41 -0.07 -0.109
C -1.636 7.807 -7.989 0.09 0.24 0.26 -0.137
C -1.452 7.457 -6.670 0.00 -0.05 0.06 -0.146
H -1.404 5.553 -5.732 -0.02 0.03 -0.27 0.122
H -1.773 4.494 -7.979 -0.01 0.21 -0.01 0.097
H -1.961 6.518 -9.791 0.03 0.00 0.19 0.093
H -1.651 8.816 -8.380 -0.02 -0.15 0.06 0.092
H -1.292 8.062 -5.788 -0.04 -0.07 -0.16 0.110
N 0.542 -6.263 6.688 0.34 0.06 0.21 -0.004
C 0.185 -5.203 7.481 0.01 0.00 0.02 -0.138
C 0.667 -5.439 8.749 -0.17 0.29 -0.16 -0.116
C 1.343 -6.682 8.719 0.15 -0.32 -0.16 -0.118
C 1.253 -7.167 7.433 0.02 0.05 0.04 -0.137
H 0.317 -6.362 5.707 -0.18 -0.22 0.77 0.039
H -0.381 -4.375 7.076 0.06 -0.14 0.09 0.106
H 0.545 -4.786 9.603 0.01 -0.11 -0.15 0.090
H 1.843 -7.170 9.546 -0.09 0.07 -0.15 0.090
H 1.632 -8.077 6.987 -0.07 0.13 0.11 0.105
N -0.217 7.340 1.573 0.01 -0.06 -0.03 -0.008
C 0.704 8.021 2.327 0.13 0.09 0.04 -0.143
C 0.506 9.369 2.125 0.23 -0.28 0.21 -0.113
C -0.576 9.506 1.223 -0.29 -0.19 -0.24 -0.114
C -1.005 8.238 0.900 -0.05 0.12 -0.10 -0.145
H -0.302 6.334 1.522 -0.03 0.34 0.16 0.123
H 1.420 7.489 2.939 -0.12 0.12 -0.09 0.106
H 1.078 10.167 2.580 -0.10 -0.16 -0.07 0.093
H -0.997 10.430 0.849 0.06 -0.18 0.06 0.093
H -1.800 7.898 0.251 0.12 0.10 0.11 0.104
N -5.356 -2.910 2.604 0.08 -0.03 0.01 -0.004
C -5.896 -2.911 3.864 -0.10 0.03 0.19 -0.138
C -6.994 -3.741 3.855 0.26 0.26 0.25 -0.110
C -7.118 -4.263 2.546 0.18 0.00 -0.41 -0.112
C -6.092 -3.736 1.794 -0.12 -0.11 -0.13 -0.140
H -4.542 -2.382 2.316 -0.53 -0.26 0.06 0.100
H -5.454 -2.322 4.656 -0.11 -0.09 -0.12 0.107
H -7.636 -3.949 4.701 0.14 0.05 -0.14 0.093
H -7.875 -4.951 2.189 0.15 0.12 0.04 0.093
H -5.824 -3.876 0.756 -0.08 0.00 0.18 0.105
N 1.557 9.049 -7.718 0.16 0.07 -0.04 0.009
C 1.077 10.271 -7.323 0.01 -0.04 0.03 -0.149
C 2.135 11.151 -7.283 -0.36 0.03 0.06 -0.119
C 3.293 10.436 -7.672 0.20 -0.30 -0.12 -0.122
C 2.907 9.142 -7.937 -0.02 0.03 0.05 -0.143
H 1.002 8.211 -7.830 0.02 0.28 0.04 0.122
H 0.027 10.409 -7.104 0.19 0.00 -0.03 0.098
H 2.079 12.195 -7.004 -0.01 -0.18 -0.05 0.089
H 4.301 10.825 -7.751 -0.17 -0.08 0.00 0.089
H 3.476 8.281 -8.262 -0.08 0.17 0.06 0.104
```
Forces are in eV/Å.